{"formula": "C5H29FO15S", "method": "ωB97M-V/def2-TZVPD", "e_tot_ev": -49920.164, "molar_mass_g_mol": 380.34, "multiplicity": 1, "gap_ev": 10.8196, "elements": ["C", "C", "O", "C", "C", "O", "S", "O", "O", "O", "C", "F", "H", "H", "H", "H", "H", "H", "H", "H", "H", "O", "H", "H", "O", "H", "H", "O", "H", "H", "O", "H", "H", "O", "H", "H", "O", "H", "H", "O", "H", "H", "O", "H", "H", "O", "H", "H", "O", "H", "H"], "xyz": [[-3.268, 0.794, -2.101], [-3.271, 1.770, -0.938], [-3.242, 1.105, 0.320], [-2.103, 2.732, -0.977], [-0.799, 1.985, -0.963], [-0.195, 1.788, -2.275], [1.072, 0.897, -1.963], [0.765, -0.462, -1.649], [1.979, 1.061, -3.033], [1.492, 1.697, -0.665], [0.369, 2.398, -0.089], [0.162, 1.923, 1.167], [-2.531, 0.006, -1.941], [-2.978, 1.305, -3.015], [-4.233, 0.318, -2.198], [-4.191, 2.351, -1.018], [-3.901, 0.402, 0.289], [-2.194, 3.280, -1.914], [-2.153, 3.463, -0.174], [-1.017, 0.985, -0.580], [0.639, 3.447, -0.034], [-0.180, -1.991, -4.058], [0.686, -2.191, -4.426], [0.002, -1.363, -3.350], [2.085, -1.706, 1.064], [1.493, -1.081, 1.502], [1.965, -1.507, 0.126], [3.122, -1.191, 3.885], [2.922, -1.463, 2.984], [3.248, -2.012, 4.384], [-6.051, -0.572, -1.135], [-6.433, -0.854, -1.973], [-6.053, -1.368, -0.593], [0.487, -2.838, 4.430], [0.750, -2.554, 3.550], [0.919, -2.204, 5.013], [-0.849, 2.621, -4.951], [-0.327, 2.042, -4.386], [-0.198, 3.149, -5.423], [1.730, -4.599, 1.169], [1.030, -4.860, 0.563], [1.746, -3.632, 1.135], [4.831, -2.733, 5.424], [5.299, -3.253, 6.083], [5.530, -2.243, 4.982], [7.761, -2.880, 5.988], [8.223, -3.403, 6.650], [8.456, -2.388, 5.540], [-4.035, 4.345, -3.160], [-4.562, 5.047, -2.766], [-4.102, 4.489, -4.110]], "lowdin_charge": [-0.02, -0.43, -0.02, -0.07, -0.25, -0.15, 0.60, -0.23, -0.19, -0.10, -0.27, 0.09, 0.09, 0.09, 0.05, 0.14, 0.09, 0.12, 0.14, 0.14, 0.18, -0.06, 0.04, -0.02, -0.04, 0.06, 0.04, -0.07, -0.01, 0.01, -0.05, 0.05, 0.05, -0.06, 0.00, 0.03, -0.05, 0.00, 0.04, -0.06, 0.03, -0.02, -0.06, 0.03, 0.03, -0.05, 0.04, 0.04, -0.04, 0.04, 0.04]}